1.
A cluster of 2 separate species, C29H32N3O6S in total in a non-equilibrium geometry, computed with ωB97M-V/def2-TZVPD.

The value obtained for the energy relative to the best compared isomer or geometry (same formula, charge and spin) is 30.84 kcal per mole. The total charge is -1. The gap between HOMO and LUMO is 5.41 eV. The calculation puts the molar mass at 550.66 g/mol. Its spin multiplicity is 1. The calculation puts the HOMO energy at -3.79 eV.

Element x y z (Å)
C -0.190 4.034 3.151
N -0.933 2.877 2.716
C -2.197 2.747 3.305
O -2.630 3.591 4.084
N -2.913 1.587 2.980
C -4.194 1.413 3.630
C -2.440 0.574 2.130
O -3.053 -0.496 2.040
C -1.240 0.876 1.350
C -0.821 -0.025 0.380
C 0.372 -0.785 0.531
C 1.232 -0.636 1.654
C 2.503 -1.172 1.652
C 2.935 -1.961 0.545
N 4.243 -2.329 0.427
C 5.179 -2.177 1.528
C 4.893 -0.937 2.351
C 3.430 -0.934 2.799
C 4.699 -3.249 -0.596
C 3.814 -3.271 -1.826
C 2.344 -3.398 -1.431
C 1.967 -2.366 -0.425
C 0.714 -1.783 -0.423
C -0.399 2.028 1.726
O 0.693 2.279 1.223
H 0.754 4.048 2.612
H -0.786 4.931 2.949
H -0.013 3.959 4.231
H -4.361 0.352 3.810
H -4.163 1.987 4.553
H -4.991 1.805 2.986
H -1.494 -0.324 -0.425
H 0.887 -0.087 2.535
H 5.128 -3.069 2.179
H 6.190 -2.141 1.104
H 5.560 -0.914 3.217
H 5.099 -0.040 1.753
H 3.183 0.020 3.278
H 3.280 -1.719 3.560
H 5.720 -2.962 -0.870
H 4.760 -4.266 -0.172
H 3.958 -2.352 -2.412
H 4.105 -4.113 -2.462
H 1.699 -3.288 -2.307
H 2.156 -4.406 -1.030
H -0.049 -2.118 -1.136
C 1.470 -1.132 -4.986
C 1.407 -0.422 -3.654
O 0.198 0.368 -3.606
C 0.015 1.083 -2.441
C -1.424 1.260 -2.213
S -2.137 2.345 -1.126
C -3.868 1.790 -1.340
C -4.252 0.595 -0.734
C -5.560 0.121 -0.834
C -6.464 0.781 -1.666
C -6.075 1.951 -2.328
C -4.787 2.474 -2.148
O -2.034 3.789 -1.457
O 0.931 1.496 -1.744
H 2.402 -1.700 -5.047
H 0.637 -1.835 -5.095
H 1.449 -0.419 -5.816
H 1.365 -1.154 -2.835
H 2.281 0.222 -3.492
H -2.046 1.063 -3.091
H -3.529 0.033 -0.147
H -5.852 -0.756 -0.253
H -7.472 0.388 -1.794
H -6.792 2.466 -2.974
H -4.490 3.401 -2.630

***

2.
A structure of composition C29H33AlAs2BN2O14 in a non-equilibrium geometry, computed with ωB97M-V/def2-TZVPD.

The value obtained for the energy relative to the best compared isomer or geometry (same formula, charge and spin) is 52.39 kcal per mole. The total charge is +1. The gap between HOMO and LUMO is 6.77 eV. The calculation puts the molar mass at 821.22 g/mol. Its spin multiplicity is 1. The calculation puts the HOMO energy at -11.17 eV.

Element x y z (Å)
Al 0.445 -1.144 0.924
O 4.759 -1.629 4.426
C 5.212 -1.370 3.221
O 6.337 -1.031 2.991
C 4.249 -1.506 2.069
C 4.638 -1.363 0.739
N 3.548 -1.497 -0.015
N 2.454 -1.704 0.723
C 2.865 -1.719 2.004
C 1.810 -1.841 3.041
O 2.042 -1.925 4.217
O 0.605 -1.779 2.505
H 3.799 -1.836 4.504
H 5.619 -1.167 0.350
H 3.492 -1.453 -1.023
C 2.983 6.543 1.759
C 2.150 6.547 0.469
C 3.076 6.654 -0.752
C 1.244 7.779 0.492
C 1.371 5.240 0.414
C -0.027 5.193 0.432
C -0.749 4.008 0.428
C -0.021 2.838 0.416
O -0.425 1.527 0.441
B 0.722 0.784 0.413
O 1.839 1.571 0.380
C 1.376 2.867 0.384
C 2.089 4.045 0.375
H 3.544 7.469 1.842
H 3.689 5.718 1.778
H 2.333 6.457 2.627
H 3.603 7.605 -0.737
H 2.502 6.600 -1.675
H 3.823 5.867 -0.763
H 1.858 8.674 0.545
H 0.596 7.775 1.364
H 0.641 7.843 -0.410
H -0.588 6.111 0.441
H -1.826 3.982 0.426
H 3.165 4.023 0.341
C -0.075 0.647 -3.027
O -1.297 1.141 -2.513
C -2.081 0.448 -1.696
O -2.976 1.007 -1.108
C -1.872 -0.995 -1.394
C -1.908 -1.987 -2.288
As -1.525 -3.900 -2.087
C -3.306 -4.583 -2.599
C -1.746 -4.059 -0.164
C -1.758 -3.099 0.765
As -2.079 -1.172 0.556
C -4.060 -1.228 0.687
C -1.695 -3.419 2.215
O -1.122 -4.356 2.697
O -2.300 -2.437 2.904
C -2.288 -2.525 4.327
C -1.908 -5.510 0.119
O -2.779 -5.985 0.790
O -1.060 -6.200 -0.662
C -1.177 -7.623 -0.667
C -2.017 -1.784 -3.750
O -1.476 -2.563 -4.508
O -2.752 -0.754 -4.114
C -2.903 -0.552 -5.518
H 0.071 1.126 -3.994
H -0.066 -0.436 -3.152
H 0.740 0.939 -2.356
H -3.443 -4.444 -3.672
H -4.102 -4.072 -2.055
H -3.355 -5.652 -2.389
H -4.455 -1.917 -0.065
H -4.437 -0.218 0.513
H -4.326 -1.560 1.692
H -2.393 -1.509 4.701
H -1.349 -2.968 4.658
H -3.125 -3.139 4.665
H -0.973 -7.949 -1.685
H -2.184 -7.912 -0.363
H -0.449 -8.056 0.019
H -3.342 0.433 -5.643
H -3.559 -1.317 -5.934
H -1.930 -0.614 -6.006

***

3.
A structure of composition C29H33As2KN6O5S2 in a non-equilibrium geometry, computed with ωB97M-V/def2-TZVPD.

The value obtained for the energy relative to the best compared isomer or geometry (same formula, charge and spin) is 37.11 kcal per mole. The total charge is -2. The gap between HOMO and LUMO is 6.13 eV. The calculation puts the molar mass at 798.70 g/mol. Its spin multiplicity is 1. The calculation puts the HOMO energy at -2.20 eV.

Element x y z (Å)
K -0.233 -1.358 -1.581
N 4.567 -0.793 -2.835
C 3.643 -1.308 -1.918
S 2.890 -2.802 -2.317
N 3.603 -0.668 -0.794
N 2.619 -0.705 0.107
C 2.968 -0.895 1.338
C 4.324 -1.383 1.715
C 4.887 -2.478 1.055
C 6.149 -2.934 1.402
C 6.875 -2.308 2.409
C 6.326 -1.219 3.070
C 5.061 -0.763 2.724
C 2.034 -0.517 2.417
C 2.059 -1.179 3.651
C 1.249 -0.732 4.675
C 0.418 0.356 4.449
C 0.424 0.918 3.182
N 1.211 0.512 2.193
H 4.403 -1.150 -3.763
H 4.671 0.210 -2.784
H 4.325 -2.969 0.268
H 6.571 -3.784 0.879
H 7.861 -2.668 2.678
H 6.886 -0.718 3.851
H 4.637 0.092 3.238
H 2.712 -2.030 3.789
H 1.254 -1.233 5.636
H -0.236 0.739 5.221
H -0.238 1.745 2.944
O -4.273 -1.803 -2.091
S -2.939 -1.481 -2.610
O -2.934 -1.218 -4.053
O -2.393 -0.257 -1.900
O -1.984 -2.577 -2.256
C -2.904 2.645 1.819
As -2.562 1.331 0.340
C -3.298 2.503 -1.056
C -4.157 0.244 0.705
C -5.401 0.847 0.878
C -6.539 0.100 1.135
C -6.436 -1.282 1.223
C -5.206 -1.891 1.050
C -4.056 -1.148 0.789
As -2.314 -2.041 0.579
C -2.911 -3.885 0.286
C -2.126 -2.249 2.557
H -3.877 3.132 1.737
H -2.126 3.413 1.787
H -2.849 2.135 2.783
H -4.213 2.999 -0.728
H -3.493 1.874 -1.923
H -2.553 3.259 -1.313
H -5.493 1.925 0.800
H -7.499 0.590 1.253
H -7.318 -1.885 1.409
H -5.145 -2.971 1.087
H -3.464 -4.300 1.131
H -2.019 -4.483 0.103
H -3.511 -3.882 -0.624
H -3.017 -2.700 2.998
H -1.965 -1.270 3.002
H -1.254 -2.871 2.774
N 2.722 5.106 -5.103
C 2.827 4.177 -4.096
O 3.853 4.078 -3.450
C 1.623 3.333 -3.857
C 0.354 3.642 -4.340
C -0.692 2.780 -4.081
C -0.445 1.621 -3.353
N 0.769 1.318 -2.882
C 1.765 2.162 -3.116
H 3.571 5.586 -5.347
H 2.003 5.033 -5.797
H 0.170 4.559 -4.891
H -1.694 2.993 -4.427
H -1.249 0.922 -3.119
H 2.735 1.905 -2.708